Density functional theory data (ωB97M-V with the def2-TZVPD basis set) for a 2-piece molecular cluster, C7H8F3NO overall at a distorted geometry.

Results
Relative energy (zero: lowest compared OMol25 entry of this formula, charge and spin) = 0.0000 eV
SMILES = COc1ccccn1.FC(F)F
E_HOMO = -8.955 eV
Frontier orbital gap = 9.87 eV

Each line ends with the Löwdin charge.
Cartesian coordinates (Å):
H -1.136 0.238 -3.467  0.100
C -0.838 0.114 0.324  -0.377
H -0.336 1.456 3.257  0.071
C -0.537 1.234 -1.601  -0.134
N -0.457 1.214 -0.300  0.101
F 3.384 -0.858 0.646  0.120
C -1.203 -1.059 -0.358  -0.004
C -1.298 -1.006 -1.713  -0.090
F 1.700 -1.857 1.551  0.115
H 1.430 -0.050 0.515  0.144
O -0.728 0.197 1.676  -0.084
C 2.053 -0.984 0.603  -0.514
H 0.883 1.153 2.014  0.079
C -1.045 0.164 -2.386  -0.056
H -1.428 -1.994 0.194  0.138
F 1.812 -1.700 -0.458  0.125
C -0.145 1.392 2.249  -0.012
H -1.594 -1.888 -2.143  0.086
H -0.073 2.051 -2.237  0.126
H -0.445 2.185 1.633  0.065

=====

Density functional theory data (ωB97M-V with the def2-TZVPD basis set) for C6H12N4 in the gas phase at a distorted geometry.

Results
Relative energy (zero: lowest compared OMol25 entry of this formula, charge and spin) = 4.6398 eV
E_HOMO = -6.433 eV
Frontier orbital gap = 7.25 eV

Each line ends with the Löwdin charge.
Cartesian coordinates (Å):
H 3.492 -1.506 1.013  0.148
H -3.103 -0.365 1.173  0.052
C -2.532 -1.081 0.659  -0.074
H -2.904 -2.036 0.953  0.067
H -0.841 -1.544 1.765  0.102
C 2.478 0.294 1.181  -0.262
C 3.058 -0.858 -0.890  -0.052
N -0.128 1.107 0.222  -0.116
H -0.956 2.403 -1.160  0.078
C 1.089 1.899 0.248  -0.187
C -0.034 -0.048 0.818  -0.135
C -1.329 1.689 -0.470  0.006
H -2.738 -0.897 -0.372  0.054
H -1.978 1.976 0.246  0.053
N 2.988 -0.678 0.596  -0.062
H 3.067 0.095 -1.375  0.068
H 2.255 -1.489 -1.271  0.082
H 1.082 2.986 0.121  0.114
H 3.946 -1.238 -1.208  0.033
H -1.809 0.938 -1.004  0.048
N 2.196 1.453 0.686  0.032
N -1.060 -0.934 0.972  -0.050

=====

Density functional theory data (ωB97M-V with the def2-TZVPD basis set) for C6H12O2 as an isolated structure at a distorted geometry.

Results
Relative energy (zero: lowest compared OMol25 entry of this formula, charge and spin) = 4.9229 eV
E_HOMO = -8.847 eV
Frontier orbital gap = 9.47 eV

Each line ends with the Löwdin charge.
Cartesian coordinates (Å):
C 0.928 0.884 -1.172  -0.057
H -1.136 1.612 1.611  -0.033
C -0.617 -0.445 1.151  -0.097
H -0.008 0.974 -1.720  0.082
O -1.699 -0.415 -0.999  0.027
H -2.645 -0.386 0.743  0.146
C -1.666 -0.303 0.219  -0.419
C 1.083 -0.574 -0.800  -0.370
H 2.293 -1.127 -2.481  0.063
H 0.485 -2.182 0.433  0.123
H -2.098 2.685 2.104  0.045
H -0.861 -0.748 2.159  0.143
O -1.171 2.545 1.875  -0.058
C 1.597 -1.403 -1.703  0.029
H -0.789 0.636 0.511  0.154
C 0.618 -1.107 0.563  -0.122
H 0.953 1.495 -0.264  0.080
H 1.454 -2.462 -1.501  0.058
H 1.551 -0.908 1.098  0.125
H 1.727 1.231 -1.827  0.084

=====

Density functional theory data (ωB97M-V with the def2-TZVPD basis set) for a 4-piece molecular cluster, C14H34O8P3 overall.

Results
Total charge = -1
E_HOMO = -4.104 eV
Frontier orbital gap = 5.89 eV

Each line ends with the Löwdin charge.
Cartesian coordinates (Å):
C 1.147 -1.888 0.901  -0.177
O -4.350 -0.892 4.970  -0.166
O 0.921 2.412 -4.833  -0.208
C 4.023 0.106 -6.979  -0.367
H -1.671 0.396 5.780  0.107
H 3.556 2.082 -6.248  0.084
C 1.799 -2.706 -0.208  -0.219
C -6.524 -1.782 4.755  -0.169
H -6.712 -1.760 3.680  0.114
H -0.819 -1.878 0.003  0.112
C -0.648 0.245 3.854  -0.204
O 5.038 0.383 -7.875  -0.400
H 5.325 2.627 -7.613  -0.018
H -3.386 -2.674 5.322  0.117
H -5.956 0.333 4.594  0.117
H -0.002 -0.871 -2.032  0.118
C -1.315 1.035 4.973  -0.165
H 4.138 -0.905 -6.556  0.089
H -3.988 -2.454 3.668  0.120
C -5.722 -0.558 5.179  -0.204
O 1.630 -1.961 -1.407  -0.146
H -2.467 2.074 2.048  0.117
C 4.101 1.193 -5.882  -0.734
H 7.219 2.505 -6.791  -0.068
H -2.829 2.616 4.721  0.112
H -5.879 -0.327 6.238  0.118
H -5.756 -3.838 4.557  0.111
H -3.261 1.026 4.068  0.090
H -5.594 -3.130 6.169  0.113
H 1.847 -1.148 1.294  0.114
O -0.817 1.018 2.666  -0.156
P 6.253 1.559 -7.300  0.415
C 0.695 -0.896 -1.193  -0.200
O 2.835 3.786 -3.860  -0.324
H 0.418 0.081 4.014  0.117
C -2.444 1.730 4.217  -0.168
C -4.218 -2.294 4.727  -0.202
P 2.202 2.460 -3.836  0.254
H 0.801 -2.507 1.730  0.105
C -5.559 -2.915 5.100  -0.169
H -0.620 1.769 5.388  0.112
H 2.866 -2.876 -0.048  0.115
O 5.433 1.455 -5.680  -0.406
H 1.231 0.055 -1.167  0.094
H -1.251 3.021 2.926  0.116
C -1.771 2.057 2.889  -0.197
H 0.768 1.524 -5.178  0.046
P 3.227 0.618 -4.346  0.891
H -1.133 -0.729 3.720  0.114
H 3.035 0.163 -7.464  0.099
H -0.345 -0.295 0.640  0.092
H 7.081 0.448 -6.903  -0.035
H 6.821 1.597 -8.621  -0.063
C 0.021 -1.191 0.141  -0.168
H 1.309 -3.682 -0.312  0.112
H 0.976 2.811 -2.096  0.077
H -7.482 -1.852 5.268  0.110
H 4.247 0.738 -3.384  -0.059
O 1.556 2.089 -2.391  -0.232

=====

Density functional theory data (ωB97M-V with the def2-TZVPD basis set) for C6H10FN in the gas phase at a distorted geometry.

Results
Relative energy (zero: lowest compared OMol25 entry of this formula, charge and spin) = 3.3860 eV
SMILES = C[C@@H]1CN[C@@H]2C[C@]12F
E_HOMO = -8.605 eV
Frontier orbital gap = 9.61 eV

Each line ends with the Löwdin charge.
Cartesian coordinates (Å):
C -0.103 0.283 1.876  -0.021
C -0.389 -0.132 -1.603  -0.176
H -1.902 1.703 -1.058  0.117
H 2.099 0.104 0.359  0.128
C -0.949 1.093 -0.832  -0.010
N 1.128 -0.150 -1.364  -0.077
C -1.015 -0.454 -0.373  -0.456
H 0.611 0.149 2.558  0.002
H -1.131 0.002 2.261  0.097
F -2.186 -1.100 -0.128  0.062
H 1.558 0.874 -1.380  0.154
H -0.161 -1.941 1.133  0.176
H -0.424 1.945 -0.298  0.096
C 1.459 -0.734 -0.108  -0.183
H 2.003 -1.656 -0.335  0.095
C -0.021 -0.844 0.628  -0.191
H 0.018 1.230 1.278  0.059
H -0.596 -0.373 -2.616  0.128

=====

Density functional theory data (ωB97M-V with the def2-TZVPD basis set) for H4N2O3S in the gas phase at a distorted geometry.

Results
Relative energy (zero: lowest compared OMol25 entry of this formula, charge and spin) = 0.4801 eV
SMILES = NS(=O)(=O)NO
E_HOMO = -10.622 eV
Frontier orbital gap = 11.24 eV

Each line ends with the Löwdin charge.
Cartesian coordinates (Å):
S -0.396 0.352 0.084  0.618
H -0.715 -2.099 -0.052  0.100
O -0.995 -0.369 1.121  -0.282
H -0.427 -0.473 -1.998  0.116
N 1.070 1.015 0.786  -0.077
H 1.270 2.015 0.690  0.064
N 0.234 -0.758 -1.216  -0.153
H 1.009 0.918 1.800  0.052
O -1.107 1.421 -0.539  -0.304
O 0.058 -2.022 -0.676  -0.134

=====

> The highest frontier orbital gap belongs to which entry?

H4N2O3S

=====

Please write out number 1 again, unchanged.
Density functional theory data (ωB97M-V with the def2-TZVPD basis set) for a 2-piece molecular cluster, C7H8F3NO overall at a distorted geometry.

Results
Relative energy (zero: lowest compared OMol25 entry of this formula, charge and spin) = 0.0000 eV
SMILES = COc1ccccn1.FC(F)F
E_HOMO = -8.955 eV
Frontier orbital gap = 9.87 eV

Each line ends with the Löwdin charge.
Cartesian coordinates (Å):
H -1.136 0.238 -3.467  0.100
C -0.838 0.114 0.324  -0.377
H -0.336 1.456 3.257  0.071
C -0.537 1.234 -1.601  -0.134
N -0.457 1.214 -0.300  0.101
F 3.384 -0.858 0.646  0.120
C -1.203 -1.059 -0.358  -0.004
C -1.298 -1.006 -1.713  -0.090
F 1.700 -1.857 1.551  0.115
H 1.430 -0.050 0.515  0.144
O -0.728 0.197 1.676  -0.084
C 2.053 -0.984 0.603  -0.514
H 0.883 1.153 2.014  0.079
C -1.045 0.164 -2.386  -0.056
H -1.428 -1.994 0.194  0.138
F 1.812 -1.700 -0.458  0.125
C -0.145 1.392 2.249  -0.012
H -1.594 -1.888 -2.143  0.086
H -0.073 2.051 -2.237  0.126
H -0.445 2.185 1.633  0.065

=====

Copy entry 4 word for word.
Density functional theory data (ωB97M-V with the def2-TZVPD basis set) for a 4-piece molecular cluster, C14H34O8P3 overall.

Results
Total charge = -1
E_HOMO = -4.104 eV
Frontier orbital gap = 5.89 eV

Each line ends with the Löwdin charge.
Cartesian coordinates (Å):
C 1.147 -1.888 0.901  -0.177
O -4.350 -0.892 4.970  -0.166
O 0.921 2.412 -4.833  -0.208
C 4.023 0.106 -6.979  -0.367
H -1.671 0.396 5.780  0.107
H 3.556 2.082 -6.248  0.084
C 1.799 -2.706 -0.208  -0.219
C -6.524 -1.782 4.755  -0.169
H -6.712 -1.760 3.680  0.114
H -0.819 -1.878 0.003  0.112
C -0.648 0.245 3.854  -0.204
O 5.038 0.383 -7.875  -0.400
H 5.325 2.627 -7.613  -0.018
H -3.386 -2.674 5.322  0.117
H -5.956 0.333 4.594  0.117
H -0.002 -0.871 -2.032  0.118
C -1.315 1.035 4.973  -0.165
H 4.138 -0.905 -6.556  0.089
H -3.988 -2.454 3.668  0.120
C -5.722 -0.558 5.179  -0.204
O 1.630 -1.961 -1.407  -0.146
H -2.467 2.074 2.048  0.117
C 4.101 1.193 -5.882  -0.734
H 7.219 2.505 -6.791  -0.068
H -2.829 2.616 4.721  0.112
H -5.879 -0.327 6.238  0.118
H -5.756 -3.838 4.557  0.111
H -3.261 1.026 4.068  0.090
H -5.594 -3.130 6.169  0.113
H 1.847 -1.148 1.294  0.114
O -0.817 1.018 2.666  -0.156
P 6.253 1.559 -7.300  0.415
C 0.695 -0.896 -1.193  -0.200
O 2.835 3.786 -3.860  -0.324
H 0.418 0.081 4.014  0.117
C -2.444 1.730 4.217  -0.168
C -4.218 -2.294 4.727  -0.202
P 2.202 2.460 -3.836  0.254
H 0.801 -2.507 1.730  0.105
C -5.559 -2.915 5.100  -0.169
H -0.620 1.769 5.388  0.112
H 2.866 -2.876 -0.048  0.115
O 5.433 1.455 -5.680  -0.406
H 1.231 0.055 -1.167  0.094
H -1.251 3.021 2.926  0.116
C -1.771 2.057 2.889  -0.197
H 0.768 1.524 -5.178  0.046
P 3.227 0.618 -4.346  0.891
H -1.133 -0.729 3.720  0.114
H 3.035 0.163 -7.464  0.099
H -0.345 -0.295 0.640  0.092
H 7.081 0.448 -6.903  -0.035
H 6.821 1.597 -8.621  -0.063
C 0.021 -1.191 0.141  -0.168
H 1.309 -3.682 -0.312  0.112
H 0.976 2.811 -2.096  0.077
H -7.482 -1.852 5.268  0.110
H 4.247 0.738 -3.384  -0.059
O 1.556 2.089 -2.391  -0.232

=====

> Which of these has the highest E_HOMO?

C14H34O8P3